{"formula": "C22H43N3O10PS3", "method": "ωB97M-V/def2-TZVPD", "total_charge": -1, "lumo_ev": 1.71, "orbital_gap_ev": 7.964, "homo_ev": -6.25, "symbols": ["C", "C", "O", "P", "O", "C", "C", "C", "S", "O", "O", "N", "S", "O", "O", "C", "C", "C", "C", "C", "C", "C", "S", "C", "N", "N", "C", "O", "O", "C", "C", "H", "H", "H", "H", "H", "H", "H", "H", "H", "H", "H", "H", "H", "H", "H", "H", "H", "H", "H", "H", "H", "H", "H", "H", "H", "H", "H", "H", "H", "H", "H", "C", "C", "O", "C", "H", "H", "H", "H", "H", "H", "C", "C", "O", "C", "H", "H", "H", "H", "H", "H"], "xyz": [[-3.057, 0.673, 3.024], [-4.519, -0.035, 2.793], [-4.617, -1.425, 3.276], [-3.892, -2.558, 2.168], [-2.317, -2.277, 1.968], [-4.665, -2.434, 0.407], [-3.889, -1.390, -0.591], [-4.512, -1.368, -2.142], [-4.519, 0.335, -2.921], [-5.608, 0.289, -4.062], [-5.056, 1.330, -1.866], [-3.030, 0.804, -3.700], [-1.844, 1.408, -2.570], [-0.567, 1.759, -3.431], [-1.337, 0.326, -1.543], [-2.331, 3.037, -1.733], [-2.332, 2.957, -0.088], [-1.061, 3.779, 0.549], [0.136, 2.827, 1.157], [1.584, 3.161, 0.424], [2.523, 1.796, 0.262], [3.532, 1.545, 1.535], [5.006, 0.432, 1.146], [4.395, -0.705, -0.240], [4.158, -0.243, -1.679], [3.672, -1.302, -2.431], [3.634, -2.492, -1.461], [4.083, -2.145, -0.100], [-4.008, -4.176, 2.806], [-5.332, -4.776, 2.577], [-6.547, -4.056, 3.432], [-3.092, 1.856, 2.978], [-2.260, 0.346, 2.210], [-2.687, 0.347, 4.107], [-5.296, 0.591, 3.449], [-4.914, 0.035, 1.687], [-5.806, -2.178, 0.461], [-4.556, -3.512, -0.090], [-2.766, -1.770, -0.733], [-3.785, -0.291, -0.151], [-5.656, -1.680, -2.002], [-4.047, -2.218, -2.823], [-1.595, 3.897, -2.071], [-3.421, 3.392, -2.060], [-3.340, 3.439, 0.327], [-2.334, 1.843, 0.333], [-1.460, 4.454, 1.438], [-0.581, 4.509, -0.237], [0.271, 3.024, 2.314], [-0.095, 1.690, 0.983], [1.434, 3.658, -0.647], [2.195, 3.917, 1.096], [3.218, 2.010, -0.675], [1.828, 0.853, 0.080], [2.875, 1.125, 2.417], [3.939, 2.594, 1.864], [3.284, -3.566, -1.769], [-5.258, -5.897, 2.980], [-5.654, -4.856, 1.454], [-6.209, -4.094, 4.574], [-7.537, -4.694, 3.266], [-6.777, -2.952, 3.105], [9.133, -0.486, 4.792], [8.517, 0.665, 4.044], [7.648, 1.369, 4.558], [9.003, 0.923, 2.643], [8.686, -0.552, 5.790], [8.940, -1.421, 4.260], [10.209, -0.325, 4.901], [8.805, 0.051, 2.015], [10.073, 1.147, 2.656], [8.470, 1.784, 2.226], [2.923, -0.200, -7.385], [2.243, -1.018, -6.321], [2.145, -2.240, -6.420], [1.687, -0.283, -5.130], [3.275, -0.863, -8.183], [2.217, 0.517, -7.811], [3.784, 0.322, -6.960], [0.926, 0.430, -5.456], [2.493, 0.235, -4.604], [1.225, -1.001, -4.444]], "lowdin_charge": [-0.1116, -0.2739, -0.3154, 0.7889, -0.3799, -0.2472, -0.2563, -0.2486, 0.6438, -0.4580, -0.4461, -0.3562, 0.6741, -0.4680, -0.4484, -0.2432, -0.2237, -0.2096, -0.1983, -0.1992, -0.2550, -0.4881, 0.8074, -0.4569, -0.0212, 0.0005, -0.0300, -0.0905, -0.2734, -0.3039, -0.1206, 0.0838, 0.0732, 0.0970, 0.1338, 0.1134, 0.1035, 0.1154, 0.1202, 0.0963, 0.1102, 0.1232, 0.1039, 0.1081, 0.1174, 0.0887, 0.1046, 0.0974, 0.1092, 0.1038, 0.1184, 0.1035, 0.1041, 0.1266, 0.0951, 0.0857, 0.1377, 0.1345, 0.1068, 0.0980, 0.0881, 0.0709, -0.0312, -0.4952, 0.0466, -0.0317, 0.0834, 0.0858, 0.0827, 0.0854, 0.0831, 0.0835, -0.0370, -0.4946, 0.0302, -0.0356, 0.0762, 0.0828, 0.0815, 0.0812, 0.0745, 0.0844]}

***

{"formula": "C32H31IrO12P3", "method": "ωB97M-V/def2-TZVPD", "spin_multiplicity": 2, "lumo_ev": [-0.15, -2.59], "orbital_gap_ev": [8.528, 6.211], "homo_ev": [-8.68, -8.80], "relative_energy_kcal_mol": 7.8, "symbols": ["Ir", "O", "C", "O", "C", "C", "C", "C", "C", "O", "C", "C", "O", "O", "H", "H", "H", "H", "H", "H", "H", "H", "C", "C", "C", "C", "C", "C", "P", "C", "C", "C", "C", "C", "C", "C", "C", "C", "C", "C", "C", "C", "C", "C", "C", "H", "H", "H", "H", "H", "H", "H", "H", "H", "H", "H", "H", "H", "H", "H", "H", "C", "C", "O", "P", "O", "O", "O", "P", "O", "O", "O", "H", "H", "H", "H", "H", "H", "H"], "xyz": [[-0.113, -0.256, 0.162], [3.448, -0.780, 1.371], [2.355, -1.285, 1.158], [1.738, -1.268, 0.024], [1.601, -1.889, 2.348], [1.023, -0.700, 3.137], [0.616, -1.099, 4.550], [-0.654, -1.941, 4.288], [-0.762, -1.884, 2.771], [-0.268, -0.543, 2.468], [0.312, -2.739, 2.080], [-0.109, -2.995, 0.626], [0.090, -4.035, 0.069], [-0.909, -2.037, 0.096], [2.330, -2.435, 2.943], [1.587, 0.223, 3.059], [1.412, -1.654, 5.043], [0.396, -0.215, 5.146], [-0.577, -2.968, 4.642], [-1.532, -1.488, 4.746], [-1.764, -1.990, 2.363], [0.411, -3.723, 2.535], [-5.558, -1.819, 1.674], [-4.793, -2.209, 0.582], [-3.765, -1.400, 0.130], [-3.487, -0.190, 0.771], [-4.268, 0.204, 1.854], [-5.298, -0.613, 2.305], [-2.120, 0.818, 0.114], [-2.284, 2.410, 0.938], [-1.937, 2.480, 2.283], [-2.105, 3.667, 2.981], [-2.612, 4.782, 2.335], [-2.941, 4.717, 0.985], [-2.775, 3.536, 0.284], [-2.435, 0.934, -1.649], [-3.587, 1.386, -2.236], [-3.676, 1.446, -3.639], [-2.621, 1.047, -4.413], [-1.435, 0.544, -3.830], [-0.336, 0.097, -4.607], [0.777, -0.414, -4.005], [0.855, -0.514, -2.599], [-0.176, -0.061, -1.801], [-1.348, 0.479, -2.425], [-6.362, -2.452, 2.026], [-4.998, -3.145, 0.079], [-3.173, -1.713, -0.719], [-4.080, 1.146, 2.351], [-5.899, -0.297, 3.148], [-1.509, 1.619, 2.782], [-1.805, 3.723, 4.019], [-2.735, 5.711, 2.876], [-3.314, 5.596, 0.475], [-2.988, 3.500, -0.775], [-4.427, 1.698, -1.627], [-4.583, 1.812, -4.102], [-2.687, 1.099, -5.494], [-0.399, 0.162, -5.687], [1.609, -0.761, -4.604], [1.728, -0.958, -2.140], [3.248, 4.317, -0.254], [1.801, 3.893, -0.013], [1.065, 5.017, 0.486], [0.949, 3.506, -1.572], [1.896, 2.560, -2.428], [1.127, 4.840, -2.423], [-0.429, 3.036, -1.390], [1.688, 2.539, 1.240], [3.191, 2.084, 1.489], [1.034, 3.125, 2.427], [1.065, 1.247, 0.657], [3.257, 5.190, -0.906], [3.823, 3.519, -0.718], [3.714, 4.578, 0.695], [0.667, 4.737, 1.330], [1.720, 1.622, -2.254], [0.709, 5.585, -1.970], [3.369, 1.139, 1.296]], "lowdin_charge": [1.4919, 0.0664, -0.5783, -0.1429, -0.0795, -0.2252, -0.0752, -0.0798, -0.2368, -0.1903, -0.0846, -0.5255, 0.1401, -0.2224, 0.1620, 0.1472, 0.1240, 0.1213, 0.1226, 0.1182, 0.1518, 0.1595, -0.0780, -0.0654, -0.0916, -0.3130, -0.0689, -0.0755, 1.0268, -0.3411, -0.1168, -0.0729, -0.0710, -0.0651, -0.0789, -0.3029, -0.0586, -0.0539, -0.0090, -0.1498, -0.0069, -0.0536, -0.0797, -0.2618, -0.1941, 0.1049, 0.1093, 0.1068, 0.0974, 0.1052, 0.1017, 0.1118, 0.1056, 0.1064, 0.0956, 0.1185, 0.1073, 0.1172, 0.1177, 0.1122, 0.1040, -0.0655, -0.5733, -0.0736, 0.4701, -0.0869, -0.0917, -0.2332, 0.4154, -0.1126, -0.2569, -0.4337, 0.0840, 0.0848, 0.0906, 0.0689, 0.0568, 0.0943, 0.0580]}

***

{"formula": "C26H17IrN7O2S3", "method": "ωB97M-V/def2-TZVPD", "spin_multiplicity": 2, "lumo_ev": [-1.36, -2.33], "orbital_gap_ev": [6.727, 6.214], "homo_ev": [-8.08, -8.55], "relative_energy_kcal_mol": 5.1, "symbols": ["Ir", "S", "C", "C", "C", "C", "N", "C", "C", "C", "S", "C", "N", "H", "H", "N", "C", "C", "C", "C", "C", "C", "S", "O", "O", "N", "C", "N", "C", "C", "C", "N", "H", "H", "H", "H", "H", "H", "H", "H", "H", "C", "C", "C", "C", "C", "C", "C", "C", "N", "H", "H", "H", "H", "H", "H"], "xyz": [[0.100, 1.305, -0.905], [-1.330, 2.168, -2.408], [-1.780, 0.858, -3.451], [-2.515, 1.103, -4.614], [-2.910, 0.049, -5.414], [-3.643, 0.315, -6.618], [-4.223, 0.531, -7.586], [-2.577, -1.274, -5.051], [-1.835, -1.513, -3.913], [-1.410, -0.448, -3.115], [-0.438, -0.727, -1.703], [-2.993, -2.379, -5.866], [-3.312, -3.272, -6.514], [-2.777, 2.115, -4.890], [-1.577, -2.529, -3.645], [-2.484, -4.424, 4.500], [-1.651, -3.551, 3.840], [-1.130, -2.430, 4.499], [-0.302, -1.549, 3.837], [0.007, -1.764, 2.499], [-0.506, -2.869, 1.830], [-1.335, -3.751, 2.491], [1.154, -0.732, 1.674], [2.053, -0.173, 2.639], [1.657, -1.444, 0.532], [0.274, 0.502, 1.002], [-0.198, 1.552, 1.724], [-0.380, 1.584, 3.036], [-0.869, 2.719, 3.522], [-1.184, 3.822, 2.742], [-0.956, 3.705, 1.383], [-0.466, 2.583, 0.876], [-2.488, -4.404, 5.504], [-2.641, -5.328, 4.090], [-1.371, -2.266, 5.543], [0.113, -0.691, 4.347], [-0.243, -3.035, 0.794], [-1.736, -4.612, 1.970], [-1.019, 2.748, 4.596], [-1.585, 4.727, 3.172], [-1.170, 4.505, 0.685], [1.516, 2.362, -1.985], [2.579, 1.738, -1.181], [2.901, 2.254, 0.084], [3.852, 1.641, 0.873], [4.506, 0.508, 0.396], [4.207, -0.015, -0.864], [3.251, 0.595, -1.643], [5.493, -0.139, 1.213], [6.295, -0.654, 1.856], [1.515, 2.104, -3.038], [1.361, 3.427, -1.817], [2.395, 3.145, 0.437], [4.086, 2.023, 1.857], [4.716, -0.904, -1.208], [2.998, 0.190, -2.615]], "lowdin_charge": [0.9138, 0.6848, -0.6455, -0.0448, -0.1810, -0.1733, 0.1786, -0.1795, -0.0420, -0.6477, 0.7016, -0.1723, 0.1792, 0.1236, 0.1250, 0.1077, -0.3157, -0.0238, -0.0619, -0.2974, -0.0543, -0.0230, 0.6049, -0.2724, -0.3303, -0.2575, -0.4751, 0.1603, -0.0960, -0.0443, -0.0982, -0.0023, 0.0934, 0.0938, 0.1117, 0.1031, 0.1067, 0.1128, 0.1176, 0.1034, 0.1236, -0.2617, -0.3518, -0.0474, -0.0211, -0.2182, -0.0103, -0.0290, -0.1701, 0.1690, 0.0653, 0.0691, 0.1161, 0.1288, 0.1293, 0.1248]}

***

{"formula": "C2H4N2O2", "method": "ωB97M-V/def2-TZVPD", "lumo_ev": [-1.46, -1.46], "orbital_gap_ev": [6.599, 6.600], "homo_ev": [-8.06, -8.06], "relative_energy_kcal_mol": 130.1, "symbols": ["C", "C", "N", "N", "O", "O", "H", "H", "H", "H"], "xyz": [[0.803, -1.415, 0.503], [1.290, 0.002, 0.169], [-1.610, 0.955, -0.481], [-2.070, 0.634, 0.578], [1.100, -1.935, 1.564], [0.913, 0.661, -0.811], [0.137, -1.706, -0.391], [2.053, 0.433, 0.876], [-2.082, 1.539, -1.303], [-0.535, 0.831, -0.706]], "lowdin_charge": [-0.2080, -0.1606, -0.1570, 0.0129, 0.0717, -0.0120, 0.1441, 0.1422, 0.1407, 0.0260]}

***

{"formula": "C3H3O2P", "method": "ωB97M-V/def2-TZVPD", "lumo_ev": [-3.77, -3.77], "orbital_gap_ev": [6.704, 6.701], "homo_ev": [-10.48, -10.47], "relative_energy_kcal_mol": 140.4, "symbols": ["C", "C", "C", "O", "O", "P", "H", "H", "H"], "xyz": [[1.773, 0.785, 0.356], [2.511, -0.152, 0.561], [-0.935, -0.972, 0.270], [0.217, 2.357, -1.652], [-0.880, 0.144, -0.521], [0.351, 1.608, -0.408], [0.009, -1.518, 0.277], [-1.733, -1.439, -0.302], [-1.314, -0.813, 1.419]], "lowdin_charge": [-0.4087, -0.0576, -0.2060, -0.2777, -0.3279, 0.9813, 0.0613, 0.0935, 0.1419]}

***

no.,electronic energy (eV)
1,-90240.3738
2,-88970.4173
3,-77108.0334
4,-9209.5801
5,-16536.5468